Record 1
Below is a single C3H2N2O2S molecule at a distorted geometry, with properties calculated with the ωB97M-V functional and the def2-TZVPD basis.

ΔE to the lowest compared entry with this formula, charge and spin in kcal per mole: 112.3
E_HOMO (alpha / beta) in eV: -8.781 / -8.781
E in eV: -21049.863
Max |F| in eV Å⁻¹: 6.679
2S+1: 1
Orbital gap (alpha / beta) in eV: 6.34 / 6.34
Net charge: 0

Each line ends with the Löwdin charge.
Cartesian coordinates (Å):
C -0.3298 0.5206 -0.3342  -0.301
C -1.1593 -0.5726 0.0457  -0.441
C 0.5873 -0.8941 1.1022  -0.071
N 0.9190 0.1005 0.0831  0.130
N -0.6166 -1.3602 1.0394  0.171
O -0.4593 1.2493 -1.4072  -0.555
O -2.3270 -0.7672 -0.2283  0.154
S 0.4773 2.1491 -2.3929  0.603
H 1.2762 -1.3139 1.7803  0.118
H 1.6323 0.8884 0.3118  0.190

Cartesian forces (eV/Å) of the 2 atoms listed first:
3.5 1.3 -4.3
-6.5 -1.2 0.9

Record 2
Below is a molecular structure, C13H28N3O7Tl at a distorted geometry, with properties calculated with the ωB97M-V functional and the def2-TZVPD basis.

ΔE to the lowest compared entry with this formula, charge and spin in kcal per mole: 0.0
E_HOMO in eV: -7.739
E in eV: -37426.851
Max |F| in eV Å⁻¹: 4.401
2S+1: 1
Orbital gap in eV: 4.49
Net charge: 0

Each line ends with the Löwdin charge.
Cartesian coordinates (Å):
Tl -0.7791 0.0910 0.9192  1.283
C -0.9862 -2.0537 -3.2813  -0.020
C -0.4158 -1.3776 -2.0517  -0.757
O -0.3870 -0.1182 -1.9952  -0.090
O -0.0186 -2.0564 -1.0748  -0.089
H -1.2533 -3.0803 -3.0078  0.071
H -0.2651 -2.1476 -4.0918  0.075
H -1.9667 -1.7420 -3.6406  0.046
O -0.1059 1.6804 3.2918  -0.136
C -0.2933 2.9672 3.0342  -0.348
C -1.1745 3.3045 1.7417  -0.327
O -1.0196 2.6323 0.6006  -0.199
H 0.5983 3.6084 3.0717  0.106
H -0.7391 3.4069 3.9386  0.122
H -1.1227 4.3914 1.5709  0.141
H -2.2481 3.2876 1.9883  0.114
C -3.7033 2.5012 -2.1805  0.007
C -3.7545 1.0780 -1.6706  -0.542
O -3.1719 0.7740 -0.6463  -0.032
N -4.5525 0.2600 -2.3936  0.016
C -4.6724 -1.1868 -2.2274  -0.049
H -3.0881 3.0899 -1.5047  0.077
H -4.7229 2.8928 -2.1174  0.083
H -3.3951 2.6367 -3.2163  0.084
H -4.8536 0.6290 -3.2797  0.130
H -3.8832 -1.6606 -2.8162  0.060
H -5.5567 -1.6019 -2.7101  0.080
H -4.5974 -1.4742 -1.1838  0.089
C 2.7627 -2.1883 3.3764  0.016
C 1.8787 -2.6345 2.2143  -0.540
O 1.1600 -1.8472 1.6152  -0.058
N 1.8432 -3.9421 1.9547  0.014
C 0.9444 -4.5612 0.9949  -0.060
H 3.4111 -2.9938 3.7240  0.069
H 2.1148 -1.9962 4.2327  0.087
H 3.2898 -1.2821 3.0915  0.083
H 2.4313 -4.5558 2.4906  0.126
H 1.2407 -4.3204 -0.0278  0.082
H -0.0731 -4.1775 1.0547  0.086
H 0.9734 -5.6434 1.0990  0.080
C 3.7139 -0.0442 -0.9364  0.016
C 3.0137 1.0048 -0.1063  -0.528
O 1.9313 0.7660 0.3929  -0.021
N 3.6536 2.1929 -0.0083  0.019
C 3.0744 3.2538 0.7695  -0.079
H 4.3756 -0.6229 -0.2900  0.084
H 4.3021 0.4217 -1.7289  0.075
H 3.0062 -0.7303 -1.3964  0.087
H 4.4510 2.4530 -0.5587  0.133
H 3.6013 3.4351 1.7093  0.084
H 2.0349 3.0897 1.0524  0.065
H 2.9934 4.1909 0.2136  0.086

Cartesian forces (eV/Å) of the 2 atoms listed first:
1.4 0.9 -1.0
-0.4 -1.8 0.0

Record 3
Below is 10 unconnected molecules or ions with the total composition C50H102N2O18S8 at a distorted geometry, with properties calculated with the ωB97M-V functional and the def2-TZVPD basis.

ΔE to the lowest compared entry with this formula, charge and spin in kcal per mole: 0.0
E_HOMO in eV: -7.191
E in eV: -180012.008
Max |F| in eV Å⁻¹: 4.478
2S+1: 1
SMILES string: CC1(C)CCCC(C)(C)N1O.CC1(C)CCCC(C)(C)N1O.O=S1(=O)CCCC1.O=S1(=O)CCCC1.O=S1(=O)CCCC1.O=S1(=O)CCCC1.O=S1(=O)CCCC1.O=S1(=O)CCCC1.O=S1(=O)CCCC1.O=S1(=O)CCCC1
Orbital gap in eV: 7.22
Net charge: 0

Each line ends with the Löwdin charge.
Cartesian coordinates (Å):
C -2.7978 -10.6337 3.9201  -0.041
C -3.1252 -9.4917 2.9797  -0.511
C -1.8386 -9.1110 2.1766  -0.023
C -4.1805 -9.8941 1.9051  -0.097
C -5.6447 -9.9031 2.4460  -0.173
C -6.0018 -8.6235 3.1950  -0.162
C -4.9573 -8.2015 4.2086  -0.473
C -5.1959 -6.6964 4.4465  -0.028
C -5.1197 -9.0781 5.4572  -0.023
N -3.5566 -8.3107 3.6903  -0.138
O -2.6083 -7.7569 4.5034  -0.023
H -2.6310 -11.5553 3.3624  0.085
H -2.1346 -10.3695 4.7438  0.088
H -3.6251 -10.9505 4.5551  0.056
H -2.1272 -8.3937 1.4083  0.077
H -1.0893 -8.6197 2.7973  0.062
H -1.3544 -9.9469 1.6716  0.083
H -4.0099 -9.1617 1.1161  0.108
H -3.9515 -10.9220 1.6238  0.111
H -6.4551 -9.9858 1.7218  0.104
H -5.8019 -10.7336 3.1343  0.097
H -6.8852 -8.8980 3.7716  0.120
H -6.3273 -7.9582 2.3953  0.118
H -4.7059 -6.4078 5.3765  0.081
H -6.2443 -6.4021 4.3980  0.081
H -4.7282 -6.1076 3.6575  0.073
H -4.1266 -9.1191 5.9045  0.079
H -5.4398 -10.0951 5.2305  0.071
H -5.7474 -8.5508 6.1755  0.085
H -2.4650 -6.8683 4.1695  0.038
C -0.4409 -0.5948 8.5840  -0.027
C 0.0166 -1.4490 9.8054  -0.479
C -0.6687 -2.7824 9.7123  -0.024
C 1.5703 -1.6173 9.6012  -0.111
C 2.4807 -0.4655 9.9963  -0.205
C 2.0979 0.0717 11.3476  -0.141
C 0.5437 0.3570 11.6286  -0.417
C 0.2708 0.5635 13.1479  -0.039
C 0.1772 1.7240 10.9654  -0.049
N -0.2655 -0.8292 11.0971  -0.115
O -1.6065 -0.8342 11.5073  -0.011
H -0.5412 -1.1560 7.6549  0.061
H -1.4851 -0.3626 8.7930  0.073
H 0.1352 0.3055 8.3703  0.062
H -1.7569 -2.7318 9.7512  0.069
H -0.2540 -3.3000 8.8473  0.075
H -0.4540 -3.4862 10.5165  0.093
H 1.9054 -2.5818 9.9828  0.118
H 1.7232 -1.6401 8.5222  0.095
H 3.5683 -0.5290 9.9612  0.117
H 2.3103 0.4096 9.3692  0.090
H 2.7045 0.9716 11.4496  0.115
H 2.4192 -0.6747 12.0742  0.113
H -0.7233 0.9811 13.3069  0.084
H 0.9649 1.3486 13.4480  0.077
H 0.6445 -0.2950 13.7060  0.084
H 0.3588 1.8565 9.8989  0.050
H 0.6953 2.5814 11.3951  0.079
H -0.8960 1.8863 11.0646  0.081
H -1.4561 -1.4466 12.2312  0.110
O -2.7214 -4.2452 6.0752  -0.327
S -2.6589 -3.9456 4.6583  0.706
O -2.2330 -5.0738 3.8653  -0.341
C -4.1947 -3.1913 3.9431  -0.198
C -3.9742 -1.6764 3.8788  -0.257
C -2.5654 -1.4756 3.3952  -0.179
C -1.6631 -2.4572 4.2605  -0.174
H -5.1520 -3.4644 4.3870  0.101
H -4.2852 -3.4660 2.8922  0.102
H -4.6933 -1.2079 3.2068  0.094
H -4.2865 -1.1380 4.7736  0.088
H -2.3401 -0.4292 3.6008  0.090
H -2.5903 -1.5867 2.3111  0.117
H -1.4044 -1.9871 5.2092  0.074
H -0.8185 -2.7461 3.6349  0.100
O -4.0486 4.0450 5.0073  -0.349
S -3.0647 3.0212 4.5816  0.714
O -3.2152 2.2573 3.3719  -0.349
C -1.4109 3.8035 4.4828  -0.216
C -0.7877 3.7096 5.8499  -0.234
C -1.5991 2.9774 6.8606  -0.221
C -2.4245 2.0170 6.0365  -0.190
H -1.6212 4.7647 4.0139  0.105
H -0.8442 3.2159 3.7606  0.092
H 0.1870 3.2219 5.8353  0.114
H -0.5646 4.7481 6.0946  0.117
H -2.1818 3.6524 7.4875  0.122
H -1.1303 2.4609 7.6982  0.102
H -3.2030 1.5028 6.6001  0.103
H -1.9003 1.2471 5.4704  0.085
O -6.1525 0.3225 5.2180  -0.366
S -7.4846 0.5735 4.5255  0.769
O -8.3969 -0.5406 4.2298  -0.351
C -8.5233 1.6932 5.4476  -0.254
C -8.4928 3.0004 4.7878  -0.224
C -8.3600 2.7654 3.2710  -0.207
C -7.3016 1.6853 3.0813  -0.195
H -8.1692 1.7040 6.4784  0.110
H -9.5217 1.2571 5.4153  0.113
H -9.4345 3.5469 4.8387  0.122
H -7.6516 3.5986 5.1378  0.127
H -8.0475 3.6190 2.6694  0.118
H -9.3143 2.5221 2.8038  0.117
H -6.2438 1.9478 3.0621  0.099
H -7.5843 1.0762 2.2228  0.099
O -6.1422 -0.3969 11.3766  -0.377
S -6.2759 -1.5642 10.4520  0.731
O -6.9423 -2.8012 10.8021  -0.328
C -6.6473 -0.9502 8.8077  -0.232
C -5.8631 -1.9128 7.8644  -0.189
C -4.4625 -1.8966 8.4441  -0.255
C -4.4950 -2.0358 9.9504  -0.189
H -6.3590 0.0808 8.6022  0.107
H -7.7355 -0.8891 8.8162  0.098
H -6.1504 -2.9641 7.8487  0.126
H -5.9603 -1.4226 6.8957  0.081
H -3.8427 -1.0297 8.2149  0.098
H -3.8523 -2.6330 7.9213  0.096
H -3.8754 -1.2730 10.4220  0.074
H -4.2768 -3.0569 10.2630  0.101
O 0.3985 -0.9425 0.6754  -0.355
S 0.3791 0.0481 -0.4043  0.705
O 1.3525 -0.0379 -1.4795  -0.336
C -1.3126 -0.0091 -1.1064  -0.222
C -1.8391 1.3886 -1.0452  -0.226
C -1.2461 2.0471 0.2263  -0.206
C 0.2353 1.7336 0.3263  -0.205
H -1.8114 -0.6792 -0.4062  0.099
H -1.2546 -0.3115 -2.1520  0.109
H -1.7030 1.9281 -1.9826  0.115
H -2.9270 1.3241 -1.0637  0.115
H -1.8552 1.7310 1.0732  0.101
H -1.3282 3.1334 0.2654  0.114
H 0.8513 1.8303 1.2204  0.099
H 0.8295 2.3109 -0.3821  0.096
O -6.6599 -1.9881 1.9208  -0.347
S -7.5988 -3.1091 1.8912  0.704
O -7.4626 -4.3072 2.6899  -0.327
C -9.3343 -2.5222 2.0397  -0.209
C -10.1720 -3.5130 1.1495  -0.223
C -9.4543 -3.5608 -0.1653  -0.223
C -7.9107 -3.6485 0.1323  -0.184
H -9.2807 -1.5883 1.4803  0.095
H -9.5992 -2.3563 3.0839  0.088
H -10.1999 -4.4801 1.6516  0.113
H -11.2333 -3.2703 1.0965  0.114
H -9.7236 -2.8259 -0.9239  0.113
H -9.8049 -4.4936 -0.6071  0.108
H -7.3612 -3.0435 -0.5890  0.091
H -7.5387 -4.6619 -0.0184  0.095
O 2.2802 -5.0034 3.7400  -0.338
S 2.3985 -5.9581 4.8246  0.703
O 3.4311 -7.0189 4.7511  -0.359
C 2.3922 -5.1976 6.4724  -0.201
C 0.9912 -5.4207 7.1104  -0.227
C 0.4762 -6.7205 6.6062  -0.193
C 0.7957 -6.7724 5.0487  -0.192
H 2.5920 -4.1473 6.2599  0.075
H 3.2351 -5.6124 7.0252  0.104
H 1.1304 -5.3896 8.1910  0.115
H 0.2587 -4.6736 6.8048  0.105
H -0.5752 -6.8178 6.8767  0.118
H 1.0327 -7.5178 7.0989  0.115
H 0.1389 -6.1189 4.4746  0.073
H 0.6155 -7.6812 4.4746  0.099
O 0.5454 0.4067 4.1721  -0.356
S 1.4280 -0.5714 4.8090  0.728
O 0.8947 -1.6375 5.6800  -0.362
C 2.6086 -1.2966 3.4869  -0.157
C 4.0443 -1.2865 4.0759  -0.201
C 3.9751 -0.9188 5.5789  -0.204
C 2.8844 0.1642 5.6697  -0.219
H 2.5251 -0.6520 2.6120  0.086
H 2.2501 -2.3179 3.3581  0.084
H 4.4228 -2.3052 3.9920  0.109
H 4.7003 -0.6845 3.4472  0.112
H 4.9785 -0.6235 5.8856  0.114
H 3.7456 -1.7826 6.2028  0.100
H 3.0520 1.0506 5.0578  0.099
H 2.7260 0.5548 6.6749  0.090

Cartesian forces (eV/Å) of the 2 atoms listed first:
-1.1 -0.9 0.9
0.9 -0.1 -0.2

Record 4
Below is a single C3H6O3 molecule, with properties calculated with the ωB97M-V functional and the def2-TZVPD basis.

ΔE to the lowest compared entry with this formula, charge and spin in kcal per mole: 29.6
E_HOMO in eV: -10.503
E in eV: -9350.033
Max |F| in eV Å⁻¹: 0.558
2S+1: 1
SMILES string: O=C[C@H](O)CO
Orbital gap in eV: 11.28
Net charge: 0

Each line ends with the Löwdin charge.
Cartesian coordinates (Å):
O 1.8504 1.3169 0.0012  0.070
C 1.1104 0.6018 0.6373  -0.180
C 0.3764 -0.5473 -0.0293  -0.356
O 0.5764 -0.4793 -1.4165  -0.014
C -1.1139 -0.4237 0.2590  -0.220
O -1.5594 0.8774 -0.0500  -0.047
H 0.9430 0.7536 1.7198  0.141
H 0.7635 -1.4927 0.3918  0.159
H 1.3176 0.1385 -1.5454  0.092
H -1.6468 -1.1912 -0.3204  0.129
H -1.3182 -0.5905 1.3216  0.128
H -1.2994 1.0364 -0.9690  0.098

Cartesian forces (eV/Å) of the 2 atoms listed first:
-0.3 -0.3 0.4
0.3 0.2 -0.2

- ΔE to the lowest compared entry with this formula, charge and spin of number 2 (C13H28N3O7Tl)?
  0.0 kcal per mole

- ΔE to the lowest compared entry with this formula, charge and spin of number 3 (C50H102N2O18S8)?
  0.0 kcal per mole